C45H75BaNO7P3SiTe as an isolated structure. Source: OMol25; level of theory: ωB97M-V with the def2-TZVPD basis set.

XYZ file:
```
134
Properties=species:S:1:pos:R:3:forces:R:3
Ba 0.718 -0.528 -0.430 -0.1 0.0 0.0
Te 2.484 -3.873 2.263 0.0 0.1 -0.1
P -1.794 -0.696 -2.742 0.0 0.1 0.1
P -2.704 1.382 1.205 0.0 -0.1 0.0
P 2.358 2.955 -0.201 0.0 -0.1 -0.2
Si -0.885 2.379 -1.283 0.2 -0.4 0.0
O 5.318 -1.391 0.552 0.0 -0.2 0.1
O 1.469 -0.083 2.312 0.2 -0.2 -0.4
O 3.322 -0.861 0.083 -0.1 -0.2 0.1
O 2.757 0.172 -2.473 -0.1 -0.3 0.3
O -0.495 -3.065 -0.181 0.0 0.1 -0.1
O -0.791 -2.912 2.611 -0.1 0.0 -0.1
O 2.088 -2.970 -1.649 -0.1 0.1 0.2
N 4.293 -1.769 0.062 -0.2 0.6 -0.2
C -0.224 -2.438 -4.276 0.0 0.0 0.0
C -2.304 2.117 -2.609 0.0 0.2 0.1
C 4.430 -7.695 3.152 0.0 0.0 0.0
C 2.107 -8.174 3.164 0.0 0.0 0.0
C -1.848 5.012 -0.441 0.0 0.1 0.0
C -4.351 1.926 -4.564 0.0 0.1 0.0
C -2.606 3.196 0.927 0.0 -0.1 0.0
C -2.622 0.890 -3.206 -0.1 -0.2 0.0
C -3.307 -3.137 -3.164 0.0 0.0 0.0
C 2.905 3.297 2.482 0.0 0.0 0.0
C 3.704 -10.059 3.656 0.0 0.0 0.0
C 1.813 -6.851 2.849 -0.1 0.0 0.0
C 1.631 3.890 -1.642 0.1 0.0 0.1
C 0.367 -6.465 2.703 0.0 0.0 0.0
C 4.212 3.137 -0.530 0.0 0.0 0.0
C -1.068 -1.168 -4.388 0.0 0.0 0.0
C 2.852 -5.920 2.690 -0.1 0.0 0.0
C 5.341 -5.430 2.672 0.0 0.0 0.0
C -3.246 4.125 1.752 -0.1 0.0 0.0
C -5.466 1.667 2.250 0.0 0.0 0.0
C 2.441 4.807 -2.324 0.0 0.0 0.0
C -0.178 -0.012 -4.850 0.0 0.0 -0.1
C 0.013 4.170 -3.398 0.0 0.0 0.0
C -2.212 2.194 4.005 0.0 0.0 0.0
C 4.995 1.932 -0.007 0.0 0.0 0.0
C -3.551 -1.950 -0.980 0.0 0.0 0.0
C -1.866 3.635 -0.183 0.1 0.0 -0.1
C -3.091 3.219 -2.992 0.0 0.0 0.0
C -5.063 1.304 -0.193 0.0 0.0 0.0
C 4.176 -6.362 2.840 0.0 0.0 0.0
C -3.206 5.482 1.476 0.0 0.0 0.0
C -4.536 1.030 1.219 0.0 0.0 0.0
C -3.624 0.818 -4.186 0.0 0.0 0.0
C -2.511 5.926 0.361 0.0 0.0 0.0
C -4.090 3.143 -3.942 0.0 -0.1 -0.1
C -2.702 -0.216 3.469 0.1 0.0 0.0
C 0.729 4.280 1.659 0.0 0.0 0.0
C 0.350 3.580 -2.170 -0.1 0.1 0.0
C 2.059 5.394 -3.518 0.0 0.0 0.0
C 3.411 -8.620 3.323 0.0 0.0 0.0
C 4.911 4.407 -0.032 0.0 0.0 0.0
C 0.838 5.053 -4.072 0.0 0.0 0.0
C 2.189 4.013 1.317 -0.1 0.0 0.0
C -2.101 1.094 2.954 0.0 0.0 0.0
C -3.316 -1.775 -2.478 0.0 0.1 -0.1
H -3.749 -0.083 3.745 0.0 0.0 0.0
H 4.778 -10.231 3.731 0.0 0.0 0.0
H -6.441 1.171 2.214 0.0 0.0 0.0
H -3.125 -3.068 -4.237 0.0 0.0 0.0
H -2.553 -3.793 -2.727 0.0 0.0 0.0
H -2.655 -1.016 2.725 0.0 0.0 0.0
H 0.659 4.829 2.601 0.0 0.0 0.0
H -1.695 1.878 4.915 0.0 0.0 0.0
H 2.248 3.241 3.353 0.0 0.0 0.0
H 0.222 -3.658 -0.444 0.1 0.0 0.1
H 1.288 -8.878 3.280 0.0 0.0 0.0
H -1.759 3.126 3.668 0.0 0.0 0.0
H 0.131 -3.249 2.756 0.0 0.0 0.0
H 5.914 4.464 -0.463 0.0 0.0 0.0
H -0.627 -3.212 0.778 0.0 0.0 0.1
H -2.170 -0.562 4.357 0.0 0.0 0.0
H -0.251 -7.348 2.529 0.0 0.0 0.0
H 2.303 -0.373 1.884 0.1 -0.1 0.2
H 3.810 3.820 2.792 0.0 0.0 0.0
H 5.093 1.966 1.080 0.0 0.0 0.0
H -4.558 -0.054 1.378 0.0 0.0 0.0
H -3.770 3.794 2.636 -0.1 0.0 0.0
H -5.635 2.721 2.029 0.0 0.0 0.0
H -5.031 2.374 -0.412 0.0 0.0 0.0
H -0.938 3.924 -3.850 0.0 0.0 0.0
H 1.726 0.703 2.802 -0.1 0.1 0.0
H -0.798 -3.305 -3.962 0.0 -0.1 0.0
H 0.320 -0.277 -5.786 0.0 0.0 0.0
H 0.234 -2.669 -5.241 0.0 0.0 0.0
H 0.232 -5.763 1.881 0.0 0.0 0.0
H -3.248 2.399 4.275 0.0 0.0 0.0
H -0.750 -1.966 2.793 0.2 -0.1 0.1
H 5.306 -4.624 3.408 0.0 0.0 0.0
H 0.168 3.348 1.766 0.0 0.0 0.0
H -3.505 -0.994 -0.460 0.0 0.0 0.1
H -4.152 -1.199 -2.881 0.0 0.0 0.0
H -6.100 0.972 -0.283 0.0 0.0 0.0
H -1.865 -1.314 -5.125 0.0 0.0 0.0
H -3.708 6.184 2.130 0.0 0.0 0.0
H -2.911 4.178 -2.520 0.0 0.0 0.0
H -5.091 1.583 3.269 0.0 0.0 0.0
H -1.283 5.378 -1.293 0.0 0.0 0.0
H 0.003 -5.965 3.605 0.0 0.1 0.0
H -5.119 1.842 -5.323 0.0 0.0 0.0
H 4.274 3.116 -1.624 0.0 0.0 0.0
H 6.008 1.937 -0.417 0.0 0.0 0.0
H 3.309 -10.732 2.892 0.0 0.0 0.0
H 0.603 0.195 -4.113 0.0 0.0 0.0
H 5.318 -4.940 1.697 0.0 0.0 0.0
H 5.034 4.369 1.052 0.0 0.0 0.0
H 3.414 5.065 -1.939 0.0 0.0 0.0
H 4.531 0.980 -0.243 0.0 0.0 0.0
H -4.537 -2.390 -0.802 0.0 0.0 0.0
H 2.956 1.112 -2.530 0.0 0.1 0.0
H 2.722 6.093 -4.012 0.0 0.0 0.0
H -4.471 0.799 -0.957 0.0 0.0 0.0
H -2.473 6.983 0.126 0.0 0.0 0.0
H -2.793 -2.602 -0.547 0.0 0.0 0.0
H -3.847 -0.132 -4.661 0.0 0.0 0.0
H 3.232 -0.147 -1.673 0.1 0.1 -0.1
H 2.637 -3.127 -0.857 0.0 -0.1 0.1
H 6.284 -5.969 2.780 0.0 0.0 0.0
H 0.524 5.472 -5.020 0.0 0.0 0.0
H -4.276 -3.620 -3.018 0.0 0.0 0.0
H 3.251 -10.346 4.608 0.0 0.0 0.0
H 0.581 -2.301 -3.551 0.0 0.0 0.0
H 2.676 4.971 1.126 0.0 0.0 0.0
H 2.709 -2.601 -2.284 0.1 0.0 -0.1
H 0.240 4.867 0.886 0.0 0.0 0.0
H 3.203 2.277 2.226 0.0 0.0 0.0
H -0.744 0.906 -5.008 0.0 0.0 0.0
H 5.461 -8.018 3.261 0.0 0.0 0.0
H 4.393 5.336 -0.266 0.0 0.0 0.0
H -4.661 4.027 -4.201 0.0 0.0 0.0
H -1.026 0.924 2.793 -0.1 0.0 0.0
```
Forces are in eV/Å.

Values from the calculation:
Net charge = -1
HOMO energy = -3.78 eV


A single H7N3OP2 molecule at a distorted geometry. Source: OMol25; level of theory: ωB97M-V with the def2-TZVPD basis set.

XYZ file:
```
13
Properties=species:S:1:pos:R:3:forces:R:3
P -0.345 0.014 -0.613 0.6 -2.7 0.7
P 1.755 -0.740 -0.069 -1.6 0.6 -0.9
O -0.921 1.293 -1.462 0.3 -1.1 0.5
N 1.845 0.372 1.268 2.2 2.0 1.0
N -1.138 -1.273 -1.398 -1.0 4.0 -2.0
N -1.206 -0.009 0.845 0.1 0.0 -0.4
H 2.473 1.171 0.985 -1.0 -1.0 0.4
H -0.883 2.068 -0.907 0.0 0.7 0.1
H -1.174 0.869 1.305 -0.1 1.0 0.7
H 2.300 0.105 2.172 -1.0 -0.5 -1.1
H -0.741 -0.676 1.464 -0.1 0.2 -0.2
H -1.273 -1.106 -2.414 0.1 -0.5 1.0
H -0.692 -2.087 -1.175 1.4 -2.8 0.3
```
Forces are in eV/Å.

Values from the calculation:
SMILES = NP=P(N)(N)O
HOMO energy = -6.83 eV
Energy relative to the best compared isomer or geometry (same formula, charge and spin) = 17.30 kcal per mole


A 2-piece molecular cluster, C7H16N2OP overall at a distorted geometry. Source: OMol25; level of theory: ωB97M-V with the def2-TZVPD basis set.

XYZ file:
```
27
Properties=species:S:1:pos:R:3:forces:R:3
P 2.435 -1.379 -0.519 0.9 1.6 -2.0
O -0.073 -1.778 0.778 1.0 0.1 0.5
N -2.579 0.395 0.780 -2.5 1.3 1.7
N -0.132 0.926 0.924 -1.8 0.8 1.1
C 1.281 2.434 -0.286 2.9 0.1 -1.5
C -1.469 0.597 -1.361 -1.2 1.0 -0.9
C -1.401 0.116 0.080 0.0 0.9 1.3
C 4.310 -1.127 -0.283 -1.8 -0.8 1.4
C -1.016 -1.375 0.175 -1.8 -0.1 0.8
C -2.119 -2.260 -0.308 0.4 1.1 -2.3
C 0.893 1.252 -0.001 0.5 -2.7 0.5
H 4.578 -2.078 0.258 0.2 1.0 -0.5
H 2.491 -1.149 -2.056 -0.3 -0.2 2.0
H -1.978 1.620 -1.418 1.1 -1.1 0.2
H -1.723 -2.871 -1.169 -0.8 0.8 0.5
H -2.211 -0.029 -1.951 1.1 0.3 0.9
H 1.028 3.252 0.295 -0.9 1.9 0.8
H -2.952 1.368 0.809 0.8 -1.0 -0.9
H 2.169 2.528 -0.938 -0.8 0.2 0.2
H 4.553 -0.255 0.315 -0.2 -0.1 0.5
H -0.481 0.587 -1.857 -0.7 0.1 0.2
H 0.180 0.229 1.601 0.3 -0.5 -0.3
H -2.367 -2.943 0.440 -0.4 -1.1 1.4
H -0.508 1.744 1.620 0.8 -1.9 -2.5
H -2.978 -1.585 -0.517 0.4 -1.1 -0.4
H 4.811 -0.966 -1.187 0.7 -0.3 -1.4
H -3.100 -0.042 1.593 2.0 -0.3 -1.5
```
Forces are in eV/Å.

Values from the calculation:
Net charge = +1
HOMO energy (spin up / spin down) = -12.79 / -11.78 eV
Energy relative to the best compared isomer or geometry (same formula, charge and spin) = 77.88 kcal per mole


C14H13ClN2O3Pd as an isolated structure at a distorted geometry. Source: OMol25; level of theory: ωB97M-V with the def2-TZVPD basis set.

XYZ file:
```
34
Properties=species:S:1:pos:R:3:forces:R:3
Pd -0.222 -0.237 -1.643 0.2 0.1 2.1
Cl 2.411 -0.159 -2.674 0.6 0.0 -0.2
O 2.061 2.964 4.376 -1.2 -0.9 -0.9
O 1.110 2.160 -2.931 -0.2 -2.5 0.9
O -2.276 2.150 -1.387 2.1 -2.9 -0.8
N 0.250 0.500 0.407 -0.1 -0.2 -0.2
N -0.070 2.558 5.045 0.3 -0.1 -0.7
C -1.187 -2.392 -1.094 0.0 -0.3 0.3
C 1.683 1.673 1.902 0.0 -0.2 -0.4
C -0.714 0.475 1.338 0.2 0.3 0.7
C 1.441 1.051 0.679 0.0 0.4 0.5
C -1.867 -1.331 -3.029 -0.3 -0.7 -0.3
C -1.628 1.226 -1.590 -3.2 3.9 1.1
C -0.111 -2.495 -2.041 -0.3 -1.1 -1.1
C 1.162 -3.241 -1.853 0.1 0.4 0.3
C 1.055 1.037 -2.558 1.9 4.3 -2.1
C 0.961 2.469 4.146 0.6 1.0 1.7
C -2.254 -1.675 -1.696 -0.6 -0.3 -0.3
C 0.681 1.712 2.878 0.0 -0.4 -0.8
C -0.523 1.051 2.595 0.0 -0.1 -0.4
C -0.561 -1.856 -3.259 0.1 -0.6 0.2
H -2.469 -0.787 -3.754 0.1 -0.2 0.2
H -1.658 -0.013 1.086 0.3 0.2 0.1
H 0.088 3.137 5.856 0.0 0.0 0.0
H -3.214 -1.453 -1.232 0.3 0.0 -0.1
H 0.025 -1.810 -4.176 -0.3 0.0 0.2
H 1.450 -3.230 -0.798 0.0 -0.1 -0.1
H -1.156 -2.830 -0.094 -0.1 0.2 -0.3
H -1.333 0.970 3.315 0.2 0.0 -0.2
H 1.051 -4.286 -2.167 -0.1 0.1 0.0
H 2.215 1.011 -0.091 -0.3 0.0 0.3
H 1.964 -2.794 -2.442 -0.1 -0.2 0.0
H -1.022 2.311 4.823 0.2 0.1 0.1
H 2.655 2.134 2.062 -0.2 0.0 0.2
```
Forces are in eV/Å.

Values from the calculation:
Net charge = +2
Expectation value of S² = 6.0175
HOMO energy (spin up / spin down) = -15.42 / -15.41 eV
Spin multiplicity = 5
Energy relative to the best compared isomer or geometry (same formula, charge and spin) = 1.09 kcal per mole


A 2-piece molecular cluster, C5H9FS2 overall. Source: OMol25; level of theory: ωB97M-V with the def2-TZVPD basis set.

XYZ file:
```
17
Properties=species:S:1:pos:R:3:forces:R:3
S -0.770 -0.842 -1.441 -0.3 -0.7 0.2
S 1.045 -2.571 0.031 -0.3 -0.3 -0.1
F 2.153 0.667 -0.565 0.2 -0.4 -0.2
C -0.466 -2.291 -0.649 0.3 0.3 0.0
C 1.957 1.772 1.605 0.2 0.2 -0.1
C 1.592 1.681 0.162 -0.2 0.2 0.4
C 0.578 1.329 1.200 -0.1 -0.1 -0.3
C -2.509 -1.162 -1.891 0.4 0.2 -0.2
H -3.007 -0.208 -2.016 -0.1 0.2 0.0
H -2.963 -1.737 -1.096 0.0 0.0 0.1
H 2.626 1.017 1.988 0.0 -0.1 0.0
H -2.538 -1.721 -2.820 0.0 0.0 -0.1
H 2.095 2.749 2.038 0.0 0.1 0.0
H -0.263 1.985 1.341 -0.1 0.2 0.0
H 1.492 2.559 -0.461 -0.1 0.1 0.2
H 0.331 0.286 1.322 0.1 -0.2 0.0
H 1.792 -1.490 -0.250 0.2 0.3 -0.1
```
Forces are in eV/Å.

Values from the calculation:
HOMO energy = -8.56 eV
Energy relative to the best compared isomer or geometry (same formula, charge and spin) = 51.62 kcal per mole


A single C11H17BO2 molecule at a distorted geometry. Source: OMol25; level of theory: ωB97M-V with the def2-TZVPD basis set.

XYZ file:
```
31
Properties=species:S:1:pos:R:3:forces:R:3
O 3.147 -1.582 4.572 -1.4 -0.1 0.1
O 0.728 -1.895 4.848 0.1 0.0 0.9
C -1.937 -0.244 -3.548 -0.5 0.1 0.5
C 1.596 -0.944 2.679 0.8 0.0 2.0
C 0.824 -0.112 0.184 0.2 0.2 -0.1
C 1.589 0.734 0.995 -0.1 0.0 -0.5
C 0.446 -1.361 0.662 -0.5 0.0 -0.6
C 0.377 0.348 -1.176 -0.8 0.4 0.4
C 0.834 -1.781 1.914 -0.1 0.6 -0.8
C -1.333 1.901 -2.363 1.4 2.0 -0.8
C -2.419 1.152 -3.081 -0.2 -1.1 -0.3
C -0.808 1.347 -1.059 0.1 -0.5 0.9
C 2.011 0.296 2.227 -0.7 0.3 0.2
B 1.839 -1.462 4.151 -0.4 0.5 -1.7
H -0.430 2.012 -3.042 -0.9 -0.2 0.4
H 1.813 1.746 0.664 0.1 -0.2 -0.1
H -0.237 -1.962 0.063 0.3 0.0 0.0
H -1.637 2.965 -2.202 0.0 -0.8 0.0
H -1.717 -0.886 -2.674 -0.1 0.2 -0.5
H 0.557 -2.717 2.324 -0.5 -0.9 0.1
H -0.187 -1.626 4.616 1.4 -0.2 -0.2
H -2.699 -0.747 -4.157 0.2 0.1 0.1
H 1.183 0.836 -1.710 0.3 0.2 -0.1
H -2.789 1.698 -3.949 0.2 0.2 -0.1
H -0.473 2.156 -0.386 0.0 -0.1 -0.4
H -1.632 0.889 -0.495 0.1 -0.2 -0.1
H -1.025 -0.141 -4.136 0.0 -0.1 0.0
H 2.488 0.963 2.923 0.4 0.2 0.0
H 0.109 -0.518 -1.765 -0.2 -0.2 -0.2
H 3.082 -2.108 5.363 0.6 -0.3 1.0
H -3.301 1.044 -2.441 0.1 -0.1 0.2
```
Forces are in eV/Å.

Values from the calculation:
SMILES = CCCCCc1ccc(B(O)O)cc1
HOMO energy = -8.89 eV
Energy relative to the best compared isomer or geometry (same formula, charge and spin) = 3.72 kcal per mole


Let's list E_tot in order: -107439.7549 -25209.0177 -21822.6557 -39832.0704 -29715.7899 -16457.0063 eV.